(1)
{"formula": "C20H37N2O4PPdSSeSi", "method": "wB97M-V/def2-TZVPD", "symbols": ["Pd", "C", "N", "C", "C", "C", "O", "H", "H", "H", "H", "H", "H", "H", "H", "H", "O", "S", "O", "N", "C", "O", "C", "C", "C", "C", "C", "C", "H", "H", "H", "H", "C", "Si", "C", "C", "Se", "H", "H", "H", "H", "H", "H", "H", "H", "H", "C", "C", "P", "C", "C", "C", "C", "H", "H", "H", "H", "H", "H", "H", "H", "H", "H", "H", "H", "H", "H", "H"], "positions_angstrom": [[-0.32, 0.41, 0.23], [-1.89, -5.13, -0.32], [-1.67, -3.69, -0.48], [-2.59, -2.99, -1.37], [-0.65, -3.06, 0.08], [0.29, -3.86, 0.94], [-0.45, -1.84, -0.11], [-2.91, -5.36, -0.63], [-1.78, -5.44, 0.71], [-1.20, -5.70, -0.95], [-2.59, -3.48, -2.35], [-2.27, -1.96, -1.49], [-3.60, -3.02, -0.97], [0.65, -4.75, 0.42], [-0.20, -4.20, 1.85], [1.15, -3.24, 1.19], [1.18, 0.82, -3.67], [0.42, 1.59, -2.75], [1.38, 2.36, -1.76], [-0.64, 0.83, -1.85], [-1.76, 1.67, -1.68], [-2.48, 1.52, -0.73], [-1.80, 2.76, -2.69], [-2.82, 3.65, -2.98], [-2.60, 4.58, -3.99], [-1.40, 4.63, -4.69], [-0.36, 3.75, -4.40], [-0.61, 2.84, -3.40], [-3.76, 3.60, -2.44], [-3.39, 5.28, -4.24], [-1.26, 5.37, -5.47], [0.58, 3.79, -4.93], [4.56, 1.04, -1.89], [3.45, -0.07, -0.90], [2.62, -1.44, -1.82], [4.08, -0.57, 0.79], [1.83, 1.58, -0.13], [5.08, 0.43, -2.63], [5.30, 1.54, -1.26], [4.01, 1.81, -2.44], [3.40, -2.15, -2.12], [2.11, -1.09, -2.72], [1.89, -1.98, -1.20], [4.94, -1.24, 0.63], [3.35, -1.13, 1.36], [4.45, 0.27, 1.38], [1.42, -0.43, 4.62], [1.33, -0.44, 3.09], [-0.16, 0.37, 2.45], [-1.62, -0.52, 3.10], [-2.78, -0.62, 2.10], [-0.20, 2.06, 3.10], [-1.18, 2.96, 2.35], [2.30, -0.98, 4.94], [0.55, -0.91, 5.07], [1.50, 0.58, 5.01], [1.33, -1.46, 2.70], [2.19, 0.07, 2.65], [-1.93, 0.00, 4.01], [-1.28, -1.52, 3.41], [-3.17, 0.36, 1.83], [-3.59, -1.20, 2.54], [-2.47, -1.13, 1.19], [0.82, 2.46, 3.05], [-0.46, 2.00, 4.16], [-0.89, 3.09, 1.30], [-1.21, 3.95, 2.81], [-2.20, 2.56, 2.37]], "mulliken_charge": [0.713, -1.051, 0.188, -1.046, 1.013, -1.476, -0.627, 0.390, 0.382, 0.319, 0.463, 0.120, 0.391, 0.447, 0.449, 0.088, -0.665, 1.224, -0.350, -0.156, 0.556, -0.489, 0.403, -0.648, -0.546, -0.609, -0.730, 0.139, 0.547, 0.438, 0.439, 0.522, -1.082, 0.555, -0.575, -1.005, -0.075, 0.369, 0.348, 0.338, 0.480, 0.310, -0.167, 0.445, 0.149, 0.393, -1.495, 0.182, 0.377, -0.620, -1.146, -0.614, -1.147, 0.440, 0.347, 0.349, 0.059, 0.135, 0.539, 0.516, 0.274, 0.459, 0.118, 0.443, 0.555, 0.141, 0.422, 0.344], "homo_energy_ev": -14.81, "gap_ev": 7.6, "multiplicity": 1, "e_above_lowest_kj_mol": 13.8, "e_tot_ha": -4752.631067, "total_charge": 2}


(2)
{"formula": "C7H6N2", "method": "wB97M-V/def2-TZVPD", "symbols": ["C", "C", "C", "C", "C", "C", "C", "N", "N", "H", "H", "H", "H", "H", "H"], "positions_angstrom": [[0.68, 1.90, 0.76], [1.26, 1.64, -0.43], [-0.23, 0.83, 0.98], [0.01, -0.09, 0.00], [-1.26, 0.16, 1.84], [-0.84, -1.29, 0.18], [-1.03, -2.30, -0.68], [-1.62, -0.97, 1.40], [0.92, 0.42, -0.91], [0.66, 2.67, 1.49], [1.89, 2.15, -1.10], [-1.67, 0.71, 2.72], [-1.77, -3.01, -0.39], [-0.41, -2.49, -1.57], [1.11, 0.21, -1.89]], "mulliken_charge": [-0.778, -0.491, 0.498, 0.201, -0.171, 0.359, -0.962, -0.620, -0.106, 0.430, 0.445, 0.340, 0.339, 0.257, 0.259], "homo_energy_ev": -8.30, "gap_ev": 8.5, "multiplicity": 1, "e_above_lowest_kj_mol": 176.8, "e_tot_ha": -379.783521, "smiles": "C=C1N=Cc2cc[nH]c21"}


(3)
{"formula": "C3H6N2O", "method": "wB97M-V/def2-TZVPD", "symbols": ["C", "N", "C", "N", "C", "O", "H", "H", "H", "H", "H", "H"], "positions_angstrom": [[-1.11, -1.06, 0.92], [0.30, -0.92, 0.64], [0.50, 0.06, -0.15], [-0.51, 0.83, -0.71], [1.87, 0.60, -0.36], [2.05, 1.63, -0.97], [-1.64, -1.58, 0.11], [-1.27, -1.61, 1.85], [-1.52, -0.04, 0.93], [-0.17, 1.70, -1.09], [-1.19, 0.36, -1.29], [2.69, 0.02, 0.11]], "mulliken_charge": [-0.851, -0.502, 0.545, -0.501, 0.092, -0.515, 0.268, 0.272, 0.369, 0.241, 0.209, 0.372], "homo_energy_ev": -9.76, "gap_ev": 9.9, "multiplicity": 1, "e_above_lowest_kj_mol": 148.3, "e_tot_ha": -302.636605, "smiles": "C/N=C(\\N)C=O"}


(4)
{"formula": "C39H110N10O15", "method": "wB97M-V/def2-TZVPD", "symbols": ["C", "O", "N", "N", "H", "H", "H", "H", "C", "C", "C", "O", "C", "N", "H", "H", "H", "H", "H", "H", "H", "H", "H", "H", "H", "C", "C", "C", "O", "C", "N", "H", "H", "H", "H", "H", "H", "H", "H", "H", "H", "H", "C", "C", "C", "O", "C", "N", "H", "H", "H", "H", "H", "H", "H", "H", "H", "H", "H", "C", "C", "C", "O", "C", "N", "H", "H", "H", "H", "H", "H", "H", "H", "H", "H", "H", "C", "C", "C", "O", "C", "N", "H", "H", "H", "H", "H", "H", "H", "H", "H", "H", "H", "C", "C", "C", "O", "C", "N", "H", "H", "H", "H", "H", "H", "H", "H", "H", "H", "H", "C", "C", "C", "O", "C", "N", "H", "H", "H", "H", "H", "H", "H", "H", "H", "H", "H", "C", "C", "C", "O", "C", "N", "H", "H", "H", "H", "H", "H", "H", "H", "H", "H", "H", "C", "C", "O", "O", "H", "H", "H", "H", "H", "H", "C", "C", "O", "O", "H", "H", "H", "H", "H", "H", "C", "C", "O", "O", "H", "H", "H", "H", "H", "H"], "positions_angstrom": [[1.93, -4.83, -1.87], [1.52, -4.68, -2.99], [2.92, -4.03, -1.42], [1.39, -5.70, -1.00], [3.18, -3.37, -2.15], [3.48, -4.26, -0.63], [0.97, -6.38, -1.65], [1.99, -6.06, -0.25], [-2.51, -6.78, -0.94], [-3.56, -6.38, 0.06], [-4.92, -6.90, -0.23], [-5.47, -6.51, -1.46], [-5.99, -5.21, -1.53], [-3.13, -6.73, 1.41], [-2.23, -7.85, -0.91], [-1.59, -6.18, -0.82], [-2.91, -6.56, -1.96], [-3.60, -5.29, -0.08], [-5.66, -6.66, 0.57], [-4.84, -8.02, -0.30], [-5.24, -4.47, -1.72], [-6.61, -4.91, -0.67], [-6.75, -5.26, -2.30], [-2.73, -7.67, 1.48], [-3.92, -6.66, 2.02], [4.20, -1.85, 1.08], [4.33, -2.44, 2.50], [3.21, -1.87, 3.46], [3.11, -0.50, 3.28], [2.34, 0.15, 4.28], [4.25, -3.91, 2.50], [4.87, -2.33, 0.34], [4.43, -0.77, 1.08], [3.21, -1.91, 0.67], [5.32, -2.06, 2.80], [3.50, -2.07, 4.53], [2.30, -2.47, 3.17], [1.28, -0.29, 4.25], [2.24, 1.22, 4.13], [2.73, -0.02, 5.31], [4.25, -4.22, 3.48], [5.10, -4.28, 2.06], [3.42, 1.72, -3.27], [3.35, 2.71, -2.09], [4.02, 3.99, -2.51], [5.30, 4.09, -1.95], [6.03, 5.29, -2.25], [1.90, 2.89, -1.80], [3.07, 0.72, -3.07], [4.46, 1.65, -3.55], [2.82, 2.11, -4.07], [3.84, 2.23, -1.23], [3.38, 4.77, -2.16], [4.07, 4.02, -3.62], [6.91, 5.34, -1.59], [5.39, 6.18, -2.17], [6.41, 5.19, -3.25], [1.71, 2.57, -0.82], [1.27, 2.42, -2.41], [-4.63, 4.26, -1.84], [-3.79, 3.37, -2.73], [-2.43, 3.14, -2.07], [-1.64, 2.19, -2.87], [-1.20, 2.69, -4.11], [-4.53, 2.14, -3.03], [-5.09, 3.64, -1.02], [-5.45, 4.76, -2.44], [-4.02, 4.94, -1.24], [-3.71, 4.01, -3.64], [-2.54, 2.73, -1.04], [-1.85, 4.04, -1.89], [-1.73, 3.59, -4.36], [-1.17, 1.87, -4.82], [-0.14, 3.01, -4.08], [-5.14, 1.92, -2.23], [-3.92, 1.36, -3.35], [0.77, -1.07, -6.37], [0.62, -0.97, -4.89], [-0.78, -1.37, -4.49], [-1.75, -0.57, -5.17], [-2.89, -0.54, -4.41], [1.63, -1.83, -4.25], [0.59, -2.07, -6.71], [1.73, -0.68, -6.74], [-0.01, -0.43, -6.77], [0.77, 0.11, -4.52], [-0.88, -1.13, -3.38], [-0.95, -2.46, -4.58], [-3.66, -0.07, -4.98], [-2.75, 0.00, -3.48], [-3.13, -1.61, -4.12], [1.42, -1.71, -3.28], [1.42, -2.80, -4.52], [4.67, 2.87, 2.06], [3.79, 3.97, 1.50], [2.91, 4.63, 2.54], [2.25, 3.69, 3.35], [1.41, 4.28, 4.33], [4.58, 5.07, 0.96], [4.07, 2.00, 2.52], [5.37, 3.24, 2.83], [5.27, 2.50, 1.22], [3.22, 3.52, 0.65], [2.28, 5.37, 2.02], [3.58, 5.18, 3.23], [1.04, 3.51, 4.98], [0.55, 4.78, 3.88], [2.02, 4.95, 4.91], [5.09, 4.75, 0.14], [5.25, 5.38, 1.63], [-4.27, 1.18, 2.32], [-5.22, 2.38, 2.22], [-4.32, 3.53, 1.88], [-3.39, 3.71, 2.90], [-2.46, 4.77, 2.62], [-6.16, 2.24, 1.08], [-4.03, 0.94, 1.30], [-4.81, 0.33, 2.73], [-3.39, 1.43, 2.93], [-5.79, 2.47, 3.13], [-4.88, 4.45, 1.69], [-3.84, 3.29, 0.92], [-1.83, 4.45, 1.74], [-1.78, 4.88, 3.44], [-3.00, 5.74, 2.43], [-6.89, 2.97, 1.19], [-6.60, 1.33, 1.05], [-0.69, 0.76, 2.03], [0.67, 0.38, 1.32], [0.34, -0.31, -0.03], [-0.33, -1.54, 0.26], [-0.50, -2.41, -0.81], [1.62, 1.48, 1.10], [-0.97, 1.75, 1.68], [-0.67, 0.76, 3.12], [-1.52, 0.12, 1.66], [1.18, -0.40, 1.83], [1.25, -0.48, -0.61], [-0.32, 0.32, -0.62], [0.37, -2.42, -1.49], [-1.43, -2.24, -1.39], [-0.66, -3.47, -0.49], [2.55, 1.12, 1.22], [1.47, 2.12, 1.87], [1.49, -7.20, 2.18], [0.28, -6.36, 2.54], [0.72, -5.41, 3.59], [2.64, -6.50, 1.70], [1.28, -7.99, 1.48], [1.81, -7.72, 3.07], [-0.61, -6.97, 2.79], [0.03, -5.68, 1.71], [0.21, -4.59, 3.43], [2.71, -5.67, 2.22], [-2.60, -2.66, 3.99], [-2.15, -3.18, 2.63], [-0.68, -3.10, 2.68], [-4.00, -2.83, 4.09], [-2.32, -1.62, 4.09], [-2.02, -3.13, 4.72], [-2.48, -2.49, 1.86], [-2.49, -4.21, 2.47], [-0.40, -2.49, 1.98], [-4.18, -3.69, 4.47], [0.68, 5.86, -0.42], [1.40, 7.13, -0.14], [2.81, 7.03, -0.48], [0.47, 5.65, -1.85], [-0.31, 5.75, 0.04], [1.22, 4.97, -0.09], [1.27, 7.43, 0.93], [1.01, 7.93, -0.79], [3.34, 6.31, -0.10], [0.91, 4.76, -2.10]], "mulliken_charge": [0.379, -0.702, -0.234, -0.233, 0.230, 0.165, 0.237, 0.196, -1.319, 0.794, -0.914, -0.346, -0.739, -0.413, 0.415, 0.116, 0.368, -0.037, 0.451, 0.274, 0.267, 0.318, 0.278, 0.288, 0.214, -0.913, 0.093, -0.372, -0.082, -0.201, -0.392, 0.459, 0.209, -0.106, 0.130, 0.480, 0.024, 0.082, -0.311, 0.429, 0.267, 0.246, -2.081, 1.631, -0.795, -0.419, -0.840, 0.822, 0.267, 0.606, 0.482, -0.262, 0.241, 0.447, 0.267, 0.300, 0.385, -0.640, -0.284, -1.098, 0.605, -0.236, 0.138, -0.712, -0.593, 0.034, 0.356, 0.313, 0.257, -0.561, 0.328, 0.429, 0.137, 0.026, 0.233, 0.183, -1.750, 1.314, -0.215, -0.411, 0.002, -0.519, 0.376, 0.429, 0.363, -0.634, 0.030, 0.321, 0.412, -0.372, 0.282, 0.010, 0.384, -1.720, 3.535, -1.118, -0.036, -0.866, -0.583, 0.044, 0.390, 0.440, -2.076, 0.271, 0.549, 0.276, 0.189, 0.353, 0.199, 0.267, -1.500, 0.443, -0.056, -0.453, -0.415, -0.588, 0.331, 0.459, 0.270, 0.390, 0.534, -0.356, 0.020, 0.222, 0.354, 0.225, 0.211, -1.797, 1.882, -1.747, 0.267, 0.368, 1.305, 0.448, 0.309, 0.159, -1.232, 0.655, 0.246, -0.370, 0.353, -0.327, -0.227, -0.286, -0.871, 0.544, -0.623, -0.599, 0.446, 0.389, 0.215, -0.152, 0.327, 0.282, -0.951, 0.677, -0.330, -0.526, 0.215, 0.475, 0.228, -0.259, 0.041, 0.350, 1.211, -0.722, -0.605, -0.678, 0.073, -0.653, 0.187, 0.434, 0.308, 0.274], "homo_energy_ev": -8.80, "gap_ev": 9.2, "multiplicity": 1, "e_tot_ha": -3227.888633, "smiles": "COC[C@H](C)N.COC[C@H](C)N.COC[C@H](C)N.COC[C@H](C)N.COC[C@H](C)N.COC[C@H](C)N.COC[C@H](C)N.COC[C@H](C)N.NC(N)=O.OCCO.OCCO.OCCO"}


(5)
{"formula": "C17H27ClHfN2S", "method": "wB97M-V/def2-TZVPD", "symbols": ["C", "C", "C", "C", "Cl", "H", "H", "H", "H", "H", "H", "H", "H", "H", "C", "C", "C", "H", "C", "C", "H", "H", "H", "H", "C", "C", "C", "H", "C", "C", "H", "H", "H", "H", "Hf", "C", "N", "C", "S", "N", "C", "H", "H", "H", "H", "H", "H", "H", "H"], "positions_angstrom": [[-4.07, 3.86, -2.87], [-5.02, 2.98, -3.66], [-4.79, 4.63, -1.78], [-3.26, 4.76, -3.76], [-2.87, 2.72, -2.01], [-5.51, 5.31, -2.24], [-4.10, 5.21, -1.19], [-5.33, 3.96, -1.12], [-5.74, 3.61, -4.18], [-5.56, 2.30, -3.01], [-4.48, 2.39, -4.40], [-3.92, 5.45, -4.29], [-2.71, 4.19, -4.51], [-2.55, 5.35, -3.19], [-0.35, -2.31, 1.57], [-0.81, -1.13, 2.22], [-1.78, -0.51, 1.39], [-0.47, -0.77, 3.17], [-1.93, -1.32, 0.23], [-1.05, -2.42, 0.35], [-0.94, -3.23, -0.36], [0.36, -3.01, 1.96], [-2.32, 0.39, 1.61], [-2.61, -1.12, -0.58], [2.63, 0.58, -0.38], [2.69, 0.18, 0.97], [1.79, 1.00, 1.69], [3.32, -0.59, 1.39], [1.17, 1.90, 0.78], [1.70, 1.64, -0.50], [1.45, 2.15, -1.41], [3.22, 0.16, -1.18], [1.60, 0.95, 2.75], [0.45, 2.66, 1.03], [0.40, -0.39, 0.19], [3.86, -5.06, 0.78], [3.33, -3.75, 0.44], [2.82, -2.80, 1.38], [1.74, -1.72, 0.85], [3.19, -2.76, 2.77], [4.43, -3.26, 3.31], [3.79, -5.28, 1.86], [4.90, -5.14, 0.43], [3.25, -5.83, 0.27], [3.19, -3.57, -0.56], [2.59, -2.22, 3.41], [4.97, -2.42, 3.80], [4.23, -4.05, 4.07], [5.11, -3.65, 2.53]], "mulliken_charge": [1.079, -1.386, -1.390, -1.388, -0.242, 0.359, 0.378, 0.375, 0.357, 0.376, 0.378, 0.357, 0.379, 0.377, -0.436, -0.564, -0.575, 0.494, -0.676, -0.626, 0.484, 0.945, 0.577, 0.613, -0.716, -0.233, -0.583, 0.964, -0.601, -0.683, 0.603, 0.495, 0.487, 0.582, 0.554, -1.029, -0.225, 0.626, -0.043, -0.083, -1.102, 0.408, 0.343, 0.308, 0.282, 0.285, 0.319, 0.359, 0.436], "homo_energy_ev": -14.19, "gap_ev": 6.3, "multiplicity": 1, "e_tot_ha": -1679.120279, "total_charge": 2}


(6)
{"formula": "C22H22N2O3S", "method": "wB97M-V/def2-TZVPD", "symbols": ["C", "C", "C", "C", "C", "S", "N", "C", "C", "C", "C", "C", "C", "C", "O", "O", "C", "C", "H", "H", "H", "H", "H", "H", "H", "H", "H", "H", "H", "H", "H", "C", "C", "C", "N", "C", "C", "C", "C", "C", "O", "H", "H", "H", "H", "H", "H", "H", "H", "H"], "positions_angstrom": [[-2.03, -3.40, 4.61], [-2.20, -2.89, 3.21], [-1.18, -3.08, 2.28], [-1.34, -2.68, 0.96], [-2.52, -2.03, 0.57], [-2.74, -1.61, -1.17], [-1.94, -0.08, -1.25], [-1.91, 0.59, -2.34], [-1.41, 1.96, -2.41], [-1.54, 2.73, -3.60], [-1.03, 4.03, -3.67], [-0.40, 4.59, -2.54], [-0.30, 3.86, -1.35], [-0.81, 2.55, -1.27], [-1.99, -2.55, -1.95], [-4.15, -1.43, -1.38], [-3.55, -1.81, 1.50], [-3.38, -2.24, 2.81], [-2.88, -3.12, 5.24], [-1.93, -4.50, 4.64], [-1.11, -3.00, 5.06], [-0.24, -3.55, 2.58], [-0.56, -2.86, 0.23], [-2.33, 0.21, -3.30], [-2.08, 2.29, -4.44], [-1.13, 4.60, -4.59], [0.02, 5.60, -2.61], [0.16, 4.30, -0.46], [-0.80, 1.98, -0.34], [-4.47, -1.32, 1.18], [-4.17, -2.08, 3.55], [2.05, -2.73, -1.38], [2.04, -1.60, -0.37], [2.51, -0.37, -0.88], [2.98, 0.65, -0.06], [2.71, 0.73, 1.29], [3.11, 1.82, 2.04], [3.84, 2.86, 1.45], [4.17, 2.73, 0.09], [3.78, 1.62, -0.63], [1.66, -1.78, 0.80], [1.78, -2.37, -2.38], [3.08, -3.12, -1.45], [1.39, -3.53, -1.07], [2.89, -0.34, -1.89], [2.18, -0.12, 1.71], [2.84, 1.84, 3.10], [4.13, 3.74, 2.01], [4.74, 3.50, -0.44], [4.03, 1.42, -1.67]], "mulliken_charge": [-1.309, 0.932, -0.702, -0.134, 0.060, 1.186, -0.255, -0.430, 0.807, -0.520, -0.528, -0.382, -0.513, -0.314, -0.639, -0.670, -0.493, -0.742, 0.355, 0.304, 0.318, 0.397, 0.267, 0.300, 0.345, 0.364, 0.366, 0.396, 0.441, 0.429, 0.287, -1.436, 1.151, -0.709, 0.251, -0.232, -0.626, -0.296, -0.563, -0.114, -0.701, 0.328, 0.384, 0.347, 0.209, 0.595, 0.384, 0.401, 0.389, 0.314], "homo_energy_ev": -7.36, "gap_ev": 7.2, "multiplicity": 1, "e_above_lowest_kj_mol": 308.8, "e_tot_ha": -1584.879404}